This record from the Open Molecules 2025 dataset describes an isolated ion of composition C6H4Cl3N2O2 and charge -1 at a distorted geometry. The level of theory is the ωB97M-V functional and the def2-TZVPD basis.

Summary:
molecular weight = 242.5 g/mol
net charge = -1
ΔE to the lowest compared entry with this formula, charge and spin = 0.0 kJ/mol
gap between HOMO and LUMO = 7.39 eV

Positions of all 17 atoms, in Å:
N -1.4471 -1.0191 -1.4812
C -0.8100 -0.6641 -0.2694
Cl -1.2237 -1.7580 1.2502
C 0.7412 -0.5729 -0.3899
Cl 1.5098 -1.6200 -1.5625
C 1.3475 0.2975 0.4374
C 2.8687 0.6426 0.1785
O 3.0109 1.2984 -0.8602
O 3.5251 0.0470 0.9857
N 0.6579 0.7723 1.5014
C -0.5943 0.9547 1.4266
C -1.3837 0.6475 0.2362
Cl -1.2124 1.9164 -0.9164
H -0.9297 -1.6413 -2.0356
H -2.3884 -1.3336 -1.1533
H -1.1379 1.5471 2.2910
H -2.5339 0.4855 0.3615